{"formula": "C8H9NSi", "method": "the ωB97M-V functional and the def2-TZVPD basis", "elements": ["C", "C", "C", "C", "C", "C", "C", "C", "N", "Si", "H", "H", "H", "H", "H", "H", "H", "H", "H"], "coordinates": [[1.4499, -2.4030, 1.0035], [2.2108, -1.3274, 1.4586], [0.3324, -2.1779, 0.2239], [1.8781, -0.0277, 1.1450], [-1.1845, -0.4038, -0.8117], [-0.0280, -0.8737, -0.0959], [0.7532, 0.2212, 0.3560], [-1.3112, 0.9126, -0.9099], [0.3390, 1.4137, -0.1011], [-2.2883, 2.3836, -1.4604], [1.7335, -3.4116, 1.2693], [3.0773, -1.5219, 2.0747], [-0.2685, -3.0044, -0.1244], [2.4759, 0.7988, 1.4985], [-1.9030, -1.0969, -1.2186], [0.3658, 2.2614, 0.4381], [-2.5096, 3.2015, -0.2611], [-3.5570, 1.9014, -2.0134], [-1.5660, 3.1543, -2.4713]], "atomic_forces_ev_per_a": [[-0.079, -0.188, -0.077], [0.000, 0.012, 0.056], [0.087, 0.006, 0.026], [0.090, 0.069, 0.119], [-0.095, -0.092, -0.022], [0.373, 0.293, 0.303], [0.077, -0.810, 0.066], [3.681, 1.471, 1.723], [-4.082, -0.514, -2.399], [0.179, -0.432, 0.193], [-0.002, -0.027, -0.008], [0.071, 0.028, 0.034], [-0.079, -0.101, -0.043], [0.099, 0.064, 0.040], [-0.206, -0.032, -0.120], [0.055, -0.011, 0.255], [-0.091, 0.175, 0.045], [-0.214, -0.032, -0.053], [0.135, 0.120, -0.138]], "lowdin_charge": [-0.107, -0.097, -0.043, -0.033, -0.098, -0.192, -0.316, -0.219, 0.108, 0.628, 0.096, 0.100, 0.109, 0.105, 0.116, 0.091, -0.081, -0.082, -0.083], "lumo_energy_ev": 0.8, "homo_lumo_gap_ev": 8.70, "e_tot_ev": -17807.6503, "charge": 0, "de_lowest_kcal_mol": 24.78}